1.
{"formula": "C33H35CdF5N4P2", "method": "wB97M-V/def2-TZVPD", "orbital_gap_ha": 0.262, "multiplicity": 1, "homo_ha": -0.3090, "total_energy_ha": -2847.0847, "e_lumo_ev": -1.281, "species": ["Cd", "C", "C", "C", "C", "C", "C", "C", "C", "C", "H", "H", "H", "H", "H", "H", "H", "H", "H", "H", "H", "H", "H", "H", "H", "P", "P", "N", "N", "N", "N", "C", "C", "C", "C", "C", "C", "C", "C", "C", "C", "C", "C", "C", "C", "C", "C", "C", "C", "H", "H", "H", "H", "H", "H", "H", "H", "H", "H", "H", "H", "H", "H", "H", "H", "H", "H", "H", "H", "F", "C", "C", "C", "F", "C", "F", "C", "F", "C", "F"], "coordinates": [[-0.49845, 5.89788, 0.98786], [-3.77730, 2.06273, 1.54487], [-2.56641, 1.54552, 1.79422], [-1.74199, 0.59347, 0.97342], [-1.01859, 1.10656, -0.29332], [-1.85010, 1.70707, -1.38760], [-3.18437, 1.74408, -1.47559], [-4.16440, 0.89099, -0.72320], [-4.76045, 1.55647, 0.53552], [-0.99655, 6.30904, -1.05246], [-4.14722, 2.88629, 2.15844], [-2.06045, 1.82762, 2.72514], [-2.33234, -0.29421, 0.72207], [-0.94554, 0.29129, 1.67215], [-0.26120, 1.84421, 0.01651], [-0.45387, 0.25833, -0.71546], [-1.25633, 2.15013, -2.19064], [-3.67973, 2.40208, -2.19909], [-3.73529, -0.08508, -0.46583], [-5.02089, 0.70204, -1.39638], [-5.39122, 2.41128, 0.24161], [-5.44006, 0.82216, 1.00729], [-1.88620, 6.95153, -1.04594], [-1.24124, 5.38833, -1.59579], [-0.15990, 6.85945, -1.50587], [2.38716, -2.04667, -2.07564], [2.32732, -2.46726, 0.99149], [1.41300, -2.33688, -3.50619], [3.93798, -2.18347, -2.97713], [0.73519, -3.20191, 1.21356], [2.92806, -2.95462, 2.56684], [2.36141, -3.80577, -1.44547], [2.98916, -3.86467, -0.04845], [0.37815, -1.47850, -3.90608], [-0.26916, -2.04924, -4.99254], [0.38728, -3.28943, -5.28702], [1.41231, -3.44351, -4.36165], [4.81261, -1.09636, -3.10621], [5.91948, -1.49429, -3.84915], [5.73092, -2.87426, -4.19005], [4.51563, -3.26980, -3.63778], [-0.41482, -2.41149, 1.18109], [-1.53058, -3.22400, 1.31796], [-1.05902, -4.57264, 1.39968], [0.32583, -4.53191, 1.30587], [2.78648, -4.15855, 3.26933], [3.65541, -4.15193, 4.35302], [4.37018, -2.90326, 4.31813], [3.91622, -2.19388, 3.21922], [2.88887, -4.49769, -2.11267], [1.30076, -4.10467, -1.42711], [2.82738, -4.84733, 0.41255], [4.07671, -3.68961, -0.08031], [0.21332, -0.55924, -3.36561], [-1.11607, -1.63664, -5.52034], [0.15109, -3.98214, -6.08083], [2.11484, -4.25164, -4.22537], [4.56628, -0.15454, -2.64248], [6.76534, -0.88030, -4.12143], [6.38993, -3.50531, -4.76701], [4.04309, -4.24146, -3.64516], [-0.30403, -1.34725, 1.05541], [-2.56147, -2.89388, 1.36683], [-1.65391, -5.46807, 1.52202], [1.04828, -5.33941, 1.28716], [2.08802, -4.91312, 2.94504], [3.76381, -4.94347, 5.07906], [5.13030, -2.58729, 5.01755], [4.19031, -1.22944, 2.81991], [-0.61840, 7.47878, 3.83556], [-1.89288, 7.15099, 3.47963], [-2.15447, 6.56402, 2.25347], [-3.49361, 6.45686, 1.90177], [-3.87550, 6.02898, 0.66734], [-4.53689, 6.77562, 2.79446], [-5.82038, 6.59065, 2.42901], [-4.24523, 7.25836, 4.06727], [-5.23128, 7.51517, 4.95227], [-2.90929, 7.46543, 4.40269], [-2.59103, 7.96268, 5.61454]], "atomic_forces_ev_per_a": [[-1.283, 0.504, -0.335], [0.404, -0.536, 0.280], [-0.119, 0.939, 0.078], [0.149, -0.531, 0.359], [-0.164, -0.379, 0.167], [-0.421, 0.250, -0.127], [0.150, -0.051, -0.337], [-0.552, 0.049, 0.369], [-0.202, 0.283, -0.488], [0.803, -0.082, -0.816], [0.085, -0.407, 0.243], [-0.167, 0.465, -0.398], [0.371, 0.033, 0.146], [-0.276, -0.173, -0.363], [-0.170, -0.076, -0.158], [0.043, 0.128, 0.167], [-0.216, 0.424, 0.316], [0.513, -0.310, -0.129], [-0.222, 0.329, -0.209], [0.419, -0.085, 0.188], [0.076, -0.300, -0.073], [0.223, 0.349, 0.015], [0.244, -0.173, 0.418], [0.277, 0.289, 0.005], [-0.391, -0.349, -0.246], [0.950, -1.553, -2.808], [-0.802, -2.202, 1.508], [-0.951, 0.185, -0.148], [0.642, 0.510, 0.667], [-0.812, 0.468, -0.783], [1.005, 0.205, 0.478], [-0.080, 0.253, 0.247], [0.303, 0.409, 0.121], [0.103, -1.114, -0.557], [0.634, 0.134, 0.654], [0.748, 0.361, 1.024], [-0.939, 0.584, -0.189], [0.432, -1.044, -0.526], [-0.964, -0.134, 0.439], [-1.186, 0.258, 0.738], [0.742, 0.678, -0.024], [-0.130, -0.955, 0.220], [0.808, 0.322, -0.053], [1.002, 0.436, -0.113], [-0.614, 0.269, 0.002], [0.846, 0.510, 0.423], [-0.465, 0.699, -1.107], [-0.511, -0.024, -0.735], [-0.338, -1.072, 0.378], [-0.258, 0.297, 0.125], [0.272, 0.109, 0.142], [0.105, 0.360, 0.010], [-0.202, -0.137, -0.167], [-0.073, -0.025, -0.082], [0.106, 0.041, 0.066], [0.002, 0.061, 0.077], [-0.213, 0.178, -0.135], [0.026, 0.006, -0.074], [-0.123, 0.002, 0.067], [-0.044, 0.059, 0.059], [0.216, 0.243, -0.105], [-0.071, -0.227, 0.072], [0.221, -0.041, -0.060], [0.097, 0.137, -0.063], [-0.341, 0.174, 0.022], [0.115, 0.176, 0.180], [-0.045, 0.077, -0.048], [-0.100, 0.056, -0.089], [0.012, -0.024, 0.109], [-0.360, -0.452, -0.096], [-1.145, 0.143, 0.474], [0.138, 0.317, 0.821], [-0.473, 0.066, 0.599], [0.318, -0.041, 0.585], [0.175, -0.207, -0.507], [0.448, 0.117, 0.157], [0.097, -0.100, -0.021], [0.644, -0.091, -0.593], [0.664, 0.077, -0.042], [-0.208, -0.122, -0.416]], "lowdin_charge": [1.26, -0.11, -0.10, -0.22, -0.18, -0.12, -0.10, -0.20, -0.19, -0.32, 0.10, 0.10, 0.09, 0.09, 0.11, 0.09, 0.10, 0.11, 0.10, 0.11, 0.11, 0.12, -0.04, -0.06, -0.07, 1.07, 1.04, -0.28, -0.26, -0.26, -0.28, -0.39, -0.40, -0.14, -0.10, -0.08, -0.14, -0.15, -0.10, -0.09, -0.15, -0.15, -0.08, -0.08, -0.17, -0.13, -0.09, -0.10, -0.16, 0.06, 0.09, 0.07, 0.09, 0.08, 0.09, 0.09, 0.08, 0.09, 0.09, 0.09, 0.08, 0.05, 0.09, 0.09, 0.09, 0.08, 0.09, 0.09, 0.09, 0.02, -0.29, -0.16, -0.27, 0.04, -0.14, 0.10, -0.13, 0.11, -0.14, 0.10]}

***

2.
{"formula": "C4HLiO2Yb", "method": "wB97M-V/def2-TZVPD", "orbital_gap_ha": [0.191, 0.183], "charge": 1, "multiplicity": 2, "homo_ha": [-0.3809, -0.3693], "total_energy_ha": -1469.3110, "e_lumo_ev": [-5.163, -5.059], "species": ["C", "C", "O", "O", "C", "C", "H", "Yb", "Li"], "coordinates": [[-0.39143, -0.38038, -0.93274], [-0.83525, -0.52094, -2.15880], [-1.14151, -0.72435, -3.26757], [1.50837, 0.09630, 1.10001], [0.54008, 0.99830, 0.94903], [-0.39184, 0.75537, -0.08835], [-1.21985, 1.43258, 0.35418], [0.50244, -2.13360, 0.43222], [1.42898, 0.47672, 3.61202]], "atomic_forces_ev_per_a": [[-0.142, -0.106, -0.829], [-0.240, -0.050, -0.808], [0.217, 0.097, 1.093], [-0.543, -1.183, 1.352], [1.755, -1.518, -0.041], [-1.685, 1.680, 3.179], [0.231, -1.202, -2.302], [0.458, 1.788, -0.296], [-0.050, 0.493, -1.347]], "mulliken_spin": [0.12, 0.02, 0.07, 0.17, 0.23, 0.41, 0.00, -0.02, 0.00]}

***

3.
{"formula": "C9H14", "method": "wB97M-V/def2-TZVPD", "orbital_gap_ha": 0.370, "relative_energy_ev": 0.374, "multiplicity": 1, "homo_ha": -0.3326, "total_energy_ha": -351.3164, "e_lumo_ev": 1.010, "smiles": "Cc1ccccc1.CC", "species": ["C", "C", "C", "C", "C", "C", "C", "H", "H", "H", "H", "H", "H", "H", "H", "C", "C", "H", "H", "H", "H", "H", "H"], "coordinates": [[0.02705, -1.53505, -2.41557], [0.69596, -0.75316, -1.31292], [1.39317, 0.41349, -1.61992], [2.08383, 1.10705, -0.64081], [1.99014, 0.70654, 0.68240], [1.27253, -0.44636, 0.95895], [0.55568, -1.16521, 0.01170], [0.56363, -2.46532, -2.63965], [0.04205, -1.00873, -3.36970], [-0.99149, -1.76903, -2.11527], [1.27772, 0.80420, -2.61952], [2.79657, 1.87715, -0.91545], [2.59185, 1.10475, 1.49013], [1.29361, -0.81065, 1.97521], [-0.04207, -2.02979, 0.25391], [-3.46216, 0.15154, 1.53581], [-2.78259, 1.31693, 2.23585], [-4.11644, -0.44267, 2.17551], [-4.17666, 0.50657, 0.78398], [-2.75389, -0.54118, 1.09056], [-3.46564, 1.80320, 2.94251], [-1.91285, 1.00806, 2.82466], [-2.43041, 2.04914, 1.50757]], "atomic_forces_ev_per_a": [[0.285, -0.096, -0.097], [-0.754, 0.032, -0.402], [-0.407, -0.244, 0.248], [0.473, 0.293, 0.160], [0.474, -1.014, -0.323], [-0.605, -0.332, 0.872], [1.042, 0.757, -0.545], [-0.130, -0.005, 0.357], [-0.249, 0.260, 0.119], [-0.122, -0.142, -0.251], [0.546, -0.061, -0.241], [-0.405, 0.323, -0.022], [-0.065, 0.387, -0.226], [-0.194, 0.003, 0.223], [0.079, -0.155, 0.143], [-0.738, -0.119, -0.082], [0.039, 0.000, 0.379], [0.297, -0.010, 0.441], [0.414, 0.035, -0.208], [0.075, 0.066, -0.254], [0.086, 0.073, -0.266], [-0.099, -0.091, -0.120], [-0.042, 0.038, 0.095]], "nbo_charge": [-0.63, 0.01, -0.23, -0.19, -0.23, -0.19, -0.23, 0.22, 0.21, 0.22, 0.21, 0.21, 0.22, 0.20, 0.21, -0.61, -0.61, 0.20, 0.20, 0.20, 0.20, 0.20, 0.21]}

***

4.
{"formula": "C14H11Cl3O2SV", "method": "wB97M-V/def2-TZVPD", "orbital_gap_ha": [0.261, 0.263], "relative_energy_ev": 1.044, "multiplicity": 4, "homo_ha": [-0.2848, -0.2942], "total_energy_ha": -3413.3517, "e_lumo_ev": [-0.646, -0.861], "species": ["V", "Cl", "C", "C", "C", "C", "O", "C", "C", "O", "C", "H", "H", "H", "H", "S", "C", "C", "C", "C", "C", "C", "H", "H", "H", "H", "H", "Cl", "C", "Cl", "H", "H"], "coordinates": [[-1.00455, -0.14842, -0.59009], [-5.50605, -2.69705, 4.30082], [-4.50058, -1.77451, 3.22291], [-4.51951, -0.36480, 3.30891], [-3.74146, 0.38629, 2.48070], [-2.89453, -0.22640, 1.51386], [-2.18777, 0.54274, 0.78593], [-2.88688, -1.65648, 1.42049], [-2.13016, -2.44882, 0.51515], [-1.37370, -2.07929, -0.36515], [-3.71480, -2.40187, 2.31390], [-5.16198, 0.10498, 4.04166], [-3.74190, 1.46464, 2.53496], [-2.21464, -3.53916, 0.60743], [-3.72028, -3.48302, 2.26044], [-0.20591, 1.07543, -2.40152], [-1.62735, 1.08710, -3.47326], [-2.11399, 2.30070, -3.95726], [-3.21788, 2.33139, -4.79464], [-3.85793, 1.15369, -5.16006], [-3.37405, -0.05596, -4.68727], [-2.26223, -0.09163, -3.85548], [-1.62452, 3.22157, -3.66934], [-3.58377, 3.28136, -5.16359], [-4.72128, 1.18258, -5.81168], [-3.85409, -0.98418, -4.97195], [-1.87706, -1.04717, -3.51817], [3.27823, 0.65207, 3.48579], [2.33126, -0.70283, 2.88864], [1.36398, -0.27093, 1.45086], [1.63999, -1.01896, 3.66039], [3.00149, -1.50277, 2.59849]], "atomic_forces_ev_per_a": [[0.671, 0.827, -0.339], [-0.014, 0.006, 0.017], [-0.109, 0.045, 0.124], [-0.005, -0.120, -0.002], [-0.056, -0.371, 0.121], [-0.571, -0.365, 0.441], [0.747, 0.168, -0.835], [-0.608, -0.250, 0.647], [-1.206, -0.943, 1.403], [1.369, 0.944, -1.611], [0.110, 0.146, -0.119], [-0.002, 0.014, 0.002], [0.036, 0.038, -0.044], [-0.266, 0.015, 0.255], [0.036, -0.006, -0.037], [-0.111, -0.168, -0.036], [0.031, 0.073, 0.043], [-0.025, 0.000, -0.007], [-0.036, -0.046, -0.017], [0.010, 0.061, 0.002], [0.040, -0.040, 0.020], [-0.085, -0.059, -0.088], [0.021, -0.005, 0.015], [0.008, 0.006, 0.010], [-0.001, -0.011, 0.000], [-0.008, 0.012, -0.002], [0.024, 0.033, 0.030], [0.002, 0.020, -0.004], [-0.090, -0.087, -0.042], [0.065, 0.024, 0.047], [0.020, 0.018, 0.003], [0.004, 0.023, 0.006]], "mulliken_spin": [2.98, 0.00, 0.00, 0.02, 0.00, -0.04, -0.03, 0.08, 0.02, -0.01, 0.01, 0.00, 0.00, 0.00, 0.00, -0.06, -0.02, 0.01, 0.00, 0.00, 0.01, -0.01, 0.00, 0.00, 0.00, 0.00, 0.01, 0.00, 0.02, 0.01, 0.00, 0.00]}